84
Properties=species:S:1:pos:R:3 method="wB97M-V/def2-TZVPD" de_lowest_kj_mol=0.00 lumo_energy_ev="-6.7 / -9.1" spin_multiplicity=6 total_charge=+2
C -0.734 6.888 -4.022
C -0.959 5.530 -4.311
C -1.223 5.166 -5.642
C -1.299 6.170 -6.611
N -1.108 7.448 -6.305
C -0.829 7.818 -5.061
C -0.927 4.529 -3.275
C -0.903 3.639 -2.438
C -0.664 2.702 -1.392
C 0.457 2.905 -0.563
C 0.722 2.020 0.484
C -0.102 0.916 0.666
C -1.235 0.711 -0.120
C -1.505 1.593 -1.175
Mn 0.106 -0.196 2.337
P 1.985 -1.414 1.240
H -1.377 4.129 -5.924
H -0.497 7.224 -3.018
H -1.522 5.921 -7.651
H -0.677 8.883 -4.868
H -2.366 1.446 -1.832
H 1.099 3.776 -0.748
H -1.911 -0.122 0.105
H 1.560 2.211 1.159
C 2.357 -3.094 1.890
C 3.267 -3.976 1.039
H 1.374 -3.566 2.027
H 2.770 -2.957 2.898
H 3.499 -4.919 1.561
H 2.783 -4.242 0.091
H 4.221 -3.485 0.822
C 1.756 -1.634 -0.574
C 2.740 -0.935 -1.500
H 0.749 -1.239 -0.764
H 1.719 -2.712 -0.788
H 2.459 -1.110 -2.546
H 2.739 0.149 -1.345
H 3.764 -1.306 -1.386
C 3.489 -0.391 1.505
C 4.833 -1.093 1.366
H 3.388 0.028 2.517
H 3.414 0.458 0.810
H 5.648 -0.372 1.513
H 4.951 -1.877 2.122
H 4.973 -1.532 0.373
Br -1.015 -2.302 2.704
P -2.682 -3.843 -2.010
C -0.833 -3.944 -1.920
C -0.370 -5.394 -2.105
H -0.506 -3.538 -0.950
H -0.425 -3.308 -2.722
H 0.699 -5.438 -2.354
H -0.528 -5.980 -1.190
H -0.920 -5.876 -2.924
C -3.131 -3.609 -0.233
C -4.546 -4.126 0.059
H -3.025 -2.549 0.042
H -2.395 -4.174 0.357
H -4.684 -4.267 1.138
H -5.314 -3.422 -0.283
H -4.718 -5.091 -0.432
C -2.923 -2.142 -2.686
C -3.163 -2.172 -4.203
H -2.054 -1.516 -2.431
H -3.809 -1.738 -2.174
H -3.591 -1.220 -4.547
H -2.228 -2.337 -4.755
H -3.869 -2.969 -4.471
C -1.959 1.422 6.593
N -0.768 1.715 5.796
C 0.264 2.398 6.365
C 1.382 2.669 5.638
C 1.516 2.089 4.362
N 0.523 1.360 3.832
C -0.709 1.319 4.479
O -1.702 0.861 3.883
N 2.701 2.188 3.711
H -2.867 1.754 6.086
H -1.831 1.974 7.527
H -2.040 0.353 6.829
H 0.098 2.703 7.399
H 2.217 3.223 6.055
H 3.459 2.687 4.174
H 2.762 2.151 2.692



81
Properties=species:S:1:pos:R:3 method="wB97M-V/def2-TZVPD" de_lowest_kj_mol=21.15 lumo_energy_ev=-0.5 spin_multiplicity=1
N -0.233 1.555 -9.238
C -0.776 0.387 -8.848
C -0.702 -0.113 -7.539
C -0.039 0.633 -6.516
C 0.551 1.862 -6.949
C 0.402 2.282 -8.299
C -0.015 0.144 -5.117
Pd 0.455 -0.959 -0.478
P -1.950 0.930 4.179
C 0.356 0.933 -4.042
C -0.273 0.946 -2.742
C -0.528 2.124 -2.010
C -1.563 2.171 -1.089
C -2.431 1.066 -0.950
C -2.038 -0.199 -1.401
C -0.838 -0.293 -2.183
Br -4.037 1.271 -0.077
H -0.385 -0.891 -4.974
H 1.103 1.734 -4.257
H -1.213 -1.079 -7.387
H 1.126 2.467 -6.226
H -1.262 -0.152 -9.695
H 0.833 3.255 -8.587
H -0.015 3.059 -2.303
H -0.507 -1.240 -2.679
H -1.760 3.096 -0.535
H -2.567 -1.138 -1.256
P 2.079 -0.152 0.933
C -3.680 0.718 3.753
C -4.555 1.836 4.363
H -4.036 -0.269 4.075
H -3.693 0.737 2.653
H -5.596 1.781 4.025
H -4.588 1.813 5.464
H -4.202 2.834 4.079
C -1.443 2.325 3.140
C -0.989 3.430 4.112
H -2.301 2.636 2.535
H -0.650 2.021 2.445
H -0.670 4.347 3.604
H -1.806 3.707 4.796
H -0.147 3.090 4.732
C -0.904 -0.526 4.009
C -1.019 -1.358 5.322
H 0.150 -0.226 3.845
H -1.270 -1.047 3.117
H -0.158 -2.033 5.457
H -1.061 -0.677 6.196
H -1.934 -1.977 5.316
C 2.987 -1.051 2.254
C 4.495 -1.275 2.069
H 2.500 -2.022 2.417
H 2.828 -0.478 3.186
H 4.717 -2.040 1.310
H 5.032 -0.353 1.806
H 4.914 -1.623 3.026
C 2.049 1.515 1.685
C 2.198 2.627 0.654
H 2.875 1.558 2.414
H 1.120 1.646 2.256
H 3.204 2.605 0.220
H 1.463 2.531 -0.158
H 2.061 3.612 1.122
C 3.073 -0.031 -0.584
C 3.217 -1.407 -1.248
H 4.012 0.462 -0.339
H 2.493 0.623 -1.254
H 3.554 -1.245 -2.278
H 3.927 -2.051 -0.723
H 2.256 -1.975 -1.335
C -0.536 -5.590 0.693
C -1.606 -4.769 0.309
C -1.385 -3.375 0.228
N -0.119 -2.903 0.284
C 0.861 -3.648 0.826
C 0.693 -5.022 1.032
H -0.672 -6.664 0.717
H -2.582 -5.164 0.031
H -2.192 -2.627 0.134
H 1.794 -3.125 1.083
H 1.545 -5.602 1.389



81
Properties=species:S:1:pos:R:3 method="wB97M-V/def2-TZVPD" de_lowest_kj_mol=455.29 lumo_energy_ev="-8.8 / -8.9" spin_multiplicity=5 total_charge=+2
Ru 0.421 0.217 -2.642
C -0.895 -2.590 2.297
C 0.421 -2.766 1.783
C 0.521 -1.221 3.481
C -0.835 -1.603 3.317
C 1.294 -1.918 2.518
C -2.126 -3.303 1.903
H -1.919 -4.112 1.191
H -2.866 -2.620 1.449
H -2.605 -3.751 2.789
C -1.971 -1.034 4.052
H -2.839 -1.701 4.009
H -2.253 -0.067 3.600
H -1.707 -0.855 5.101
C 1.019 -0.292 4.506
H 0.574 -0.511 5.488
H 0.760 0.744 4.245
H 2.109 -0.351 4.595
C 2.750 -1.764 2.336
H 3.293 -2.179 3.201
H 3.028 -0.702 2.257
H 3.108 -2.286 1.439
C 0.855 -3.694 0.716
H 1.583 -4.422 1.108
H 1.356 -3.157 -0.109
H 0.008 -4.251 0.299
C -0.754 1.350 -3.768
C -1.336 0.051 -3.642
C -1.234 -0.942 -4.765
C 0.223 -1.279 -5.129
C 1.229 -0.893 -4.056
C 1.824 0.433 -4.041
C 1.436 1.433 -5.103
C -0.074 1.798 -5.042
H -1.791 -0.564 -5.635
H 0.486 -0.834 -6.101
H -1.751 -1.862 -4.465
H -0.590 1.436 -5.938
H -1.203 2.149 -3.164
H -2.350 -0.015 -3.091
H -0.162 2.892 -5.093
H 2.022 2.353 -4.959
H 2.856 0.500 -3.687
H 1.722 1.052 -6.095
H 0.310 -2.368 -5.265
H 1.867 -1.719 -3.716
P -2.375 -0.665 -1.405
C -3.794 -0.072 -0.511
C -2.121 -2.438 -1.399
P 2.170 -0.079 -0.838
C -0.836 0.078 -0.892
C 3.587 -1.018 -1.510
C 2.844 1.606 -0.702
H -3.466 0.357 0.451
H -4.497 -0.905 -0.361
H -4.281 0.698 -1.132
H -1.876 -2.799 -2.406
H -3.040 -2.928 -1.052
H -1.294 -2.685 -0.718
H 2.878 2.029 -1.716
H 3.839 1.578 -0.234
H 2.148 2.171 -0.065
H -0.400 -0.483 -0.057
H -1.024 1.123 -0.608
H 4.324 -1.165 -0.703
H 4.035 -0.470 -2.348
H 3.211 -1.995 -1.847
Br 2.340 2.617 2.948
C 0.740 3.556 3.358
C 0.849 4.700 4.161
C -0.295 5.396 4.568
C -1.559 4.952 4.150
C -1.667 3.828 3.335
C -0.523 3.123 2.904
C -0.709 1.918 1.998
O -1.840 1.348 2.031
O 0.278 1.599 1.273
H 1.832 5.031 4.486
H -0.197 6.278 5.194
H -2.463 5.476 4.460
H -2.637 3.456 3.013



92
Properties=species:S:1:pos:R:3 method="wB97M-V/def2-TZVPD" lumo_energy_ev=-1.1 spin_multiplicity=1
C 0.734 0.984 6.677
C -0.373 -0.003 6.758
Cl -0.563 -0.842 8.252
C -1.196 -0.241 5.743
Cl -2.494 -1.398 5.882
C -1.145 0.440 4.433
C -0.659 -0.139 3.290
C -0.110 -1.548 3.369
C 1.349 -1.669 2.994
C 2.286 -0.794 3.521
C 3.621 -0.859 3.178
C 4.063 -1.817 2.287
C 3.142 -2.718 1.780
C 1.795 -2.669 2.119
C 0.890 -3.724 1.519
C -0.687 0.563 2.026
C -0.175 -0.138 0.808
C -1.179 1.844 1.944
P -1.234 2.845 0.428
O 0.214 3.572 0.383
O -2.272 4.029 0.663
S -1.675 1.967 -1.211
C -1.664 2.454 3.144
N -2.158 3.690 3.292
S -2.592 3.881 4.810
N -2.172 2.431 5.404
C -1.667 1.764 4.377
H 1.640 0.499 6.324
H 0.977 1.386 7.654
H 0.486 1.822 6.036
H -0.225 -1.927 4.378
H -0.740 -2.176 2.749
H 1.976 -0.027 4.216
H 4.347 -0.174 3.589
H 5.099 -1.889 2.003
H 3.473 -3.483 1.096
H 1.472 -4.624 1.379
H 0.118 -3.996 2.223
H 0.452 -3.403 0.578
H -0.927 -0.181 0.036
H 0.113 -1.153 1.019
H 0.718 0.364 0.444
H 0.469 3.769 1.297
H -1.936 4.700 1.271
C -4.470 2.471 -6.391
C -3.969 2.161 -4.997
O -3.857 1.009 -4.598
N -3.639 3.212 -4.211
C -3.688 4.633 -4.538
H -4.688 1.535 -6.897
H -5.381 3.068 -6.348
H -3.712 3.012 -6.959
H -3.311 2.944 -3.293
H -2.677 5.035 -4.449
H -4.353 5.148 -3.841
H -4.048 4.787 -5.550
C 0.112 3.495 -3.872
C 0.278 4.876 -4.451
O -0.697 5.573 -4.699
N 1.537 5.322 -4.686
C 2.788 4.623 -4.451
H -0.945 3.292 -3.742
H 0.531 2.744 -4.545
H 0.599 3.431 -2.899
H 1.572 6.253 -5.069
H 3.403 5.190 -3.751
H 3.335 4.519 -5.390
H 2.608 3.635 -4.041
C -0.235 -6.222 4.824
C 0.531 -6.823 3.668
O 0.282 -6.536 2.509
N 1.525 -7.702 3.966
C 1.962 -8.156 5.274
H -0.986 -5.545 4.428
H -0.734 -7.000 5.401
H 0.434 -5.660 5.478
H 1.996 -8.066 3.153
H 3.013 -7.903 5.421
H 1.853 -9.239 5.346
H 1.378 -7.692 6.060
C 2.305 -1.011 -6.469
C 1.437 -0.317 -5.446
O 1.879 0.060 -4.371
N 0.129 -0.121 -5.757
C -0.576 -0.493 -6.969
H 3.312 -1.090 -6.071
H 1.929 -2.013 -6.676
H 2.338 -0.439 -7.397
H -0.391 0.344 -5.027
H -0.992 0.398 -7.443
H -1.397 -1.168 -6.726
H 0.090 -0.985 -7.670



99
Properties=species:S:1:pos:R:3 method="wB97M-V/def2-TZVPD" lumo_energy_ev=-4.6 spin_multiplicity=1 total_charge=+1
C 5.542 -1.990 4.059
C 4.806 -2.246 2.987
N 3.976 -1.977 1.767
C 2.626 -1.845 1.926
C 1.787 -1.989 3.288
C 1.462 -0.600 4.043
F 0.525 -2.705 3.031
C 2.118 -1.512 0.404
C 2.039 0.131 0.454
C 0.958 0.762 -0.572
C 0.370 2.134 0.060
C -1.208 2.021 0.437
C -1.334 0.965 1.692
C -1.616 -0.547 1.186
C -2.904 -1.236 1.895
C -2.825 -2.877 1.835
C -2.710 -3.445 0.317
C -1.283 -4.210 0.053
O -1.152 -4.632 -1.340
C 0.011 -5.486 -1.523
C 3.301 -1.896 -0.637
S 3.587 -0.857 -2.152
C 4.544 -1.849 0.389
C 5.802 -0.877 0.111
P 5.340 -3.595 0.104
N 4.222 -4.775 0.226
H 6.159 -1.697 5.000
H 2.348 -2.661 4.062
H 0.344 -0.333 3.838
H 1.607 -0.667 5.196
H 2.158 0.259 3.679
H 1.032 -1.844 0.153
H 1.730 0.437 1.524
H 3.116 0.559 0.297
H 1.548 1.059 -1.528
H 0.164 -0.018 -0.863
H 0.968 2.422 1.023
H 0.565 2.977 -0.707
H -1.519 3.057 0.851
H -1.874 1.729 -0.452
H -2.094 1.355 2.469
H -0.281 0.991 2.200
H -0.689 -1.189 1.417
H -1.767 -0.551 0.041
H -2.986 -0.952 3.025
H -3.864 -0.882 1.367
H -3.838 -3.267 2.264
H -1.979 -3.265 2.527
H -2.759 -2.563 -0.448
H -3.554 -4.225 0.138
H -0.439 -3.433 0.236
H -1.119 -5.084 0.792
H -0.131 -6.017 -2.552
H 0.050 -6.297 -0.707
H 1.018 -4.926 -1.560
H 2.940 -2.901 -1.064
H 2.722 -1.300 -3.173
H 6.564 -1.061 0.978
H 6.385 -1.157 -0.861
H 5.564 0.247 0.116
H 6.318 -3.886 1.146
H 5.936 -3.670 -1.204
H 4.210 -5.291 -0.674
C -7.649 -2.074 -2.092
C -6.660 -2.101 -0.906
C -7.261 -1.884 0.487
F -7.981 -0.752 0.593
F -6.271 -1.794 1.416
F -5.657 -1.223 -1.161
F -6.073 -3.338 -0.906
O -7.840 -0.828 -2.785
C -8.708 0.116 -2.176
C -7.967 1.323 -1.576
F -6.928 0.961 -0.796
F -8.801 2.063 -0.799
F -9.490 -0.529 -1.286
F -9.541 0.546 -3.152
H -7.211 -2.728 -2.856
H -8.603 -2.546 -1.842
H -7.901 -2.722 0.772
H -7.578 1.971 -2.369
C 4.476 7.503 -2.287
C 3.174 7.190 -3.054
C 1.881 7.191 -2.232
F 1.921 6.373 -1.161
F 0.838 6.768 -2.994
F 3.339 6.022 -3.725
F 3.040 8.150 -4.019
O 5.245 6.397 -1.780
C 4.798 5.807 -0.570
C 4.164 4.419 -0.770
F 3.242 4.406 -1.753
F 3.535 4.008 0.364
F 3.987 6.680 0.061
F 5.892 5.686 0.218
H 5.147 7.967 -3.020
H 4.329 8.273 -1.524
H 1.642 8.198 -1.881
H 4.929 3.677 -1.023



Computed DFT total energy, in the same sequence as the records: -159773.435, -126916.372, -127114.600, -109073.847, -107265.526 eV.